Formula: CH2N2O3S
Source: the Open Molecules 2025 dataset
Level of theory: the ωB97M-V functional and the def2-TZVPD basis

The calculation puts the lowest unoccupied orbital energy at 0.33 eV. The highest occupied orbital energy is -10.42 eV. The value obtained for the largest force on an atom is 4.53 eV Å⁻¹. The structure (SMILES) is O=S1(=O)NC=NO1. The energy above the lowest of the compared OMol25 structures with the same formula, charge and spin comes out at 255.0 kJ/mol. The net charge is 0. The calculation puts the HOMO-LUMO gap at 10.76 eV.

Each line ends with the natural charge from an NBO analysis.
Positions of all 9 atoms, in Å:
1 O 2.034 -2.626 -0.024  -0.8551
2 S 0.643 -2.454 -0.300  2.3701
3 O 0.218 -3.023 -1.537  -0.8759
4 N 0.298 -0.522 -0.517  -0.7860
5 C -0.764 -0.459 0.316  0.1837
6 N -1.095 -1.421 1.110  -0.1660
7 O -0.304 -2.555 0.968  -0.5263
8 H 0.189 -0.248 -1.524  0.4269
9 H -1.506 0.417 0.434  0.2287

***

Formula: C26H58AlP4Se
Source: the Open Molecules 2025 dataset
Level of theory: the ωB97M-V functional and the def2-TZVPD basis

The calculation puts the lowest unoccupied orbital energy (alpha / beta) at -8.36 / -11.49 eV. The highest occupied orbital energy (alpha / beta) is -15.63 / -15.63 eV. The value obtained for the largest force on an atom is 3.70 eV Å⁻¹. The energy above the lowest of the compared OMol25 structures with the same formula, charge and spin comes out at 136.8 kJ/mol. The net charge is +3. The calculation puts the HOMO-LUMO gap (alpha / beta) at 7.27 / 4.14 eV.

Each line ends with the Löwdin charge.
Positions of all 90 atoms, in Å:
1 Al -0.479 -0.125 -2.204  -0.0109
2 P -2.664 -0.176 -1.278  0.7631
3 P 0.307 -2.535 -1.339  0.7894
4 P 0.215 2.312 -1.422  0.8003
5 H 4.319 -0.564 -0.399  0.0927
6 C 3.624 0.277 -0.530  -0.1419
7 C 2.329 -0.010 0.090  -0.1357
8 H 1.966 -1.072 0.115  0.0077
9 C -3.668 -0.242 -2.815  -0.2674
10 C -3.319 -1.635 -0.381  -0.2241
11 C -3.417 1.245 -0.404  -0.2255
12 C 1.984 -3.286 -1.486  -0.2217
13 C -0.288 -3.361 0.199  -0.2280
14 C -0.580 -3.482 -2.638  -0.2604
15 C 1.852 3.145 -1.488  -0.2235
16 C -0.495 3.063 0.106  -0.2375
17 C -0.702 3.169 -2.770  -0.2345
18 H 4.162 1.143 -0.152  0.0842
19 H 1.528 0.747 0.331  0.0097
20 H -4.744 -0.304 -2.607  0.0827
21 H -3.363 -1.118 -3.404  0.0357
22 H -3.468 0.654 -3.417  0.0489
23 H -4.422 -1.632 -0.275  0.0908
24 H -2.889 -1.693 0.629  0.0275
25 H -3.035 -2.542 -0.932  0.0419
26 H -4.504 1.138 -0.223  0.0894
27 H -3.258 2.151 -1.006  0.0449
28 H -2.926 1.388 0.569  0.0276
29 H 1.891 -4.338 -1.782  0.0706
30 H 2.524 -3.246 -0.531  0.0565
31 H 2.577 -2.767 -2.249  0.0479
32 H -0.247 -4.459 0.126  0.0847
33 H -1.328 -3.086 0.413  0.0118
34 H 0.319 -3.069 1.069  0.0256
35 H -0.154 -4.487 -2.711  0.0687
36 H -0.467 -2.959 -3.597  -0.0058
37 H -1.649 -3.546 -2.408  0.0480
38 H 1.701 4.218 -1.667  0.0730
39 H 2.463 2.740 -2.302  0.0623
40 H 2.410 3.023 -0.551  0.0531
41 H -0.118 4.081 0.280  0.0809
42 H -0.223 2.458 0.982  -0.0013
43 H -1.589 3.116 0.060  0.0265
44 H -0.268 4.160 -2.930  0.0693
45 H -1.761 3.265 -2.514  0.0502
46 H -0.625 2.573 -3.687  0.0206
47 C 0.942 -0.077 -5.302  -0.5129
48 C 2.248 -0.459 -4.943  -0.1101
49 C 3.260 -0.290 -5.906  -0.0593
50 C 2.938 0.161 -7.192  -0.0458
51 C 1.635 0.557 -7.521  -0.0449
52 C 0.641 0.498 -6.549  -0.1593
53 Se -0.811 -0.386 -4.411  0.8428
54 H 3.303 0.373 -1.596  0.0811
55 H 2.453 -0.920 -3.948  0.0883
56 H 4.303 -0.520 -5.698  0.1166
57 H 3.674 0.217 -7.991  0.1222
58 H 1.346 0.904 -8.513  0.1256
59 H -0.403 0.820 -6.730  0.0958
60 C -2.154 2.340 3.853  -0.1037
61 C -0.792 1.777 4.306  -0.4985
62 C -0.809 1.373 5.783  -0.0754
63 P -0.212 0.459 3.080  1.2795
64 C 1.634 0.312 3.243  -0.5223
65 C 2.227 0.822 4.560  -0.0732
66 C 2.195 -1.055 2.870  -0.1177
67 C -0.938 -1.134 3.667  -0.5257
68 C -0.299 -1.755 4.916  -0.0565
69 C -2.466 -1.077 3.796  -0.1021
70 H -2.962 1.599 3.959  0.0736
71 H -2.122 2.678 2.805  0.0557
72 H -2.408 3.207 4.480  0.1046
73 H -0.041 2.579 4.175  0.1121
74 H -1.607 0.652 6.013  0.0836
75 H 0.158 0.979 6.118  0.0658
76 H -1.008 2.281 6.376  0.1176
77 H 1.965 1.015 2.463  0.0835
78 H 2.000 0.157 5.408  0.0895
79 H 3.321 0.843 4.444  0.1132
80 H 1.905 1.843 4.802  0.0834
81 H 1.543 -1.648 2.232  0.0413
82 H 3.115 -0.904 2.306  0.0868
83 H 2.450 -1.651 3.747  0.0914
84 H -0.705 -1.818 2.830  0.0805
85 H -0.390 -1.118 5.807  0.0766
86 H -0.838 -2.692 5.132  0.1135
87 H 0.757 -2.016 4.777  0.0700
88 H -2.930 -0.621 2.914  0.0602
89 H -2.845 -2.106 3.875  0.1026
90 H -2.796 -0.535 4.694  0.0819

***

Formula: C20H17BrN3O3PtS2
Source: the Open Molecules 2025 dataset
Level of theory: the ωB97M-V functional and the def2-TZVPD basis

The calculation puts the lowest unoccupied orbital energy (alpha / beta) at -5.69 / -5.69 eV. The highest occupied orbital energy (alpha / beta) is -11.55 / -11.55 eV. The value obtained for the largest force on an atom is 1.12 eV Å⁻¹. The energy above the lowest of the compared OMol25 structures with the same formula, charge and spin comes out at 0.0 kJ/mol. The net charge is +1. The calculation puts the HOMO-LUMO gap (alpha / beta) at 5.86 / 5.86 eV.

Each line ends with the natural charge from an NBO analysis.
Positions of all 47 atoms, in Å:
1 Pt -0.722 -1.160 0.123  0.8003
2 O 2.988 3.281 2.091  -0.6178
3 C 2.216 2.310 1.607  0.3907
4 C 1.423 2.440 0.467  -0.2798
5 C 0.654 1.374 0.081  0.0730
6 N 0.633 0.205 0.756  -0.4732
7 C 1.413 0.074 1.832  0.1592
8 Br 1.429 -1.558 2.741  0.1621
9 C 2.212 1.096 2.289  -0.3205
10 H 2.938 4.080 1.551  0.5014
11 H 1.395 3.354 -0.110  0.2443
12 H 0.012 1.427 -0.787  0.2512
13 H 2.829 0.963 3.165  0.2673
14 O -4.730 3.394 -0.078  -0.8814
15 S -3.428 2.844 -0.247  2.2811
16 O -2.672 3.085 -1.438  -0.9155
17 N -3.482 1.170 -0.020  -0.6397
18 C -2.763 0.844 0.981  0.1185
19 S -2.519 -0.827 1.458  -0.1561
20 C -2.088 1.935 1.734  -0.0755
21 C -1.252 1.861 2.836  -0.2042
22 C -0.756 3.051 3.358  -0.2094
23 C -1.093 4.277 2.793  -0.1766
24 C -1.927 4.350 1.680  -0.1831
25 C -2.401 3.160 1.174  -0.3112
26 H -1.014 0.906 3.287  0.2358
27 H -0.110 3.025 4.227  0.2293
28 H -0.709 5.189 3.231  0.2301
29 H -2.194 5.299 1.237  0.2461
30 C 2.606 -1.671 -3.217  -0.6620
31 C 1.726 -2.832 -2.905  0.1724
32 C 1.898 -4.049 -3.523  -0.2730
33 C 1.042 -5.109 -3.233  -0.0032
34 C -0.013 -4.996 -2.320  -0.2606
35 C -0.218 -3.819 -1.653  0.1065
36 C -1.327 -3.674 -0.669  -0.6710
37 C 0.663 -2.691 -1.920  0.0783
38 N 0.536 -1.534 -1.341  -0.4473
39 H 3.380 -1.955 -3.926  0.2318
40 H 3.069 -1.280 -2.313  0.2503
41 H 2.013 -0.859 -3.640  0.2572
42 H 2.691 -4.184 -4.246  0.2397
43 H 1.192 -6.055 -3.739  0.2381
44 H -0.661 -5.844 -2.145  0.2378
45 H -2.042 -4.492 -0.736  0.2725
46 H -1.904 -2.742 -0.848  0.2252
47 H -0.934 -3.665 0.354  0.2611

***

Formula: C4H4N2O2
Source: the Open Molecules 2025 dataset
Level of theory: the ωB97M-V functional and the def2-TZVPD basis

The calculation puts the lowest unoccupied orbital energy at -0.56 eV. The highest occupied orbital energy is -9.91 eV. The value obtained for the largest force on an atom is 13.93 eV Å⁻¹. The structure (SMILES) is N#CCC(=O)C(N)=O. The energy above the lowest of the compared OMol25 structures with the same formula, charge and spin comes out at 544.9 kJ/mol. The net charge is 0. The calculation puts the HOMO-LUMO gap at 9.35 eV.

Each line ends with the natural charge from an NBO analysis.
Positions of all 12 atoms, in Å:
1 N 0.329 1.233 -2.355  -0.2964
2 C -0.400 1.615 -1.248  0.2558
3 C -1.047 1.435 0.088  -0.5809
4 C -0.567 -0.165 0.005  0.5285
5 O -1.508 -0.941 0.114  -0.5288
6 C 0.971 -0.611 0.109  0.5644
7 N 1.223 -1.907 0.303  -0.8100
8 O 1.718 0.406 0.266  -0.5672
9 H -0.670 1.909 1.096  0.2902
10 H -2.188 1.599 0.086  0.2792
11 H 1.910 -2.302 1.255  0.4517
12 H 0.227 -2.271 0.280  0.4135

***

Formula: C31H20IrN7O8
Source: the Open Molecules 2025 dataset
Level of theory: the ωB97M-V functional and the def2-TZVPD basis

The calculation puts the lowest unoccupied orbital energy (alpha / beta) at -4.07 / -7.07 eV. The highest occupied orbital energy (alpha / beta) is -8.18 / -11.53 eV. The value obtained for the largest force on an atom is 5.45 eV Å⁻¹. As for the spin multiplicity: 6. The energy above the lowest of the compared OMol25 structures with the same formula, charge and spin comes out at 112.7 kJ/mol. The net charge is +1. The calculation puts the HOMO-LUMO gap (alpha / beta) at 4.11 / 4.45 eV.

Each line ends with the Löwdin spin population.
Positions of all 67 atoms, in Å:
1 Ir 0.006 -0.087 0.671  1.5447
2 O 0.586 -0.291 2.597  0.2814
3 C 1.294 -1.315 3.006  0.1486
4 C 0.943 -1.821 4.296  0.1750
5 C 1.900 -2.550 4.996  0.0039
6 C 3.025 -3.013 4.345  0.2402
7 C 3.230 -2.735 2.994  0.0211
8 C 2.361 -1.953 2.216  0.1420
9 C 2.405 -1.914 0.725  0.0282
10 N 1.771 -0.613 0.183  0.4151
11 N 2.523 0.149 -0.578  0.2420
12 C 2.171 1.436 -0.289  0.0962
13 O 1.167 1.788 0.428  0.2304
14 C 2.877 2.405 -1.032  0.0129
15 C 2.291 3.586 -1.487  0.0164
16 C 2.886 4.218 -2.570  -0.0015
17 C 4.062 3.673 -3.120  0.0184
18 C 4.763 2.644 -2.489  -0.0020
19 C 4.168 2.029 -1.400  0.0189
20 H 0.024 -1.451 4.732  0.0059
21 H 1.814 -2.871 6.022  -0.0035
22 H 3.717 -3.638 4.919  0.0102
23 H 4.090 -3.252 2.560  -0.0019
24 H 3.385 -2.052 0.275  -0.0004
25 H 1.370 3.936 -1.076  0.0011
26 H 2.468 5.082 -3.046  -0.0003
27 H 4.471 4.094 -4.016  0.0011
28 H 5.735 2.293 -2.871  -0.0004
29 H 4.671 1.214 -0.890  0.0006
30 O -4.574 4.414 -3.291  0.0339
31 N -4.342 4.064 -2.133  0.0135
32 O -5.037 4.346 -1.144  0.0092
33 C -3.239 3.119 -1.970  0.0501
34 C -2.684 2.550 -3.091  -0.0027
35 C -1.776 1.438 -2.928  0.0691
36 C -1.176 0.752 -4.001  0.0081
37 C -0.310 -0.274 -3.648  0.0689
38 C 0.069 -0.596 -2.333  -0.0024
39 N -0.480 0.042 -1.296  0.1180
40 C -1.449 1.004 -1.586  0.1257
41 C -2.072 1.625 -0.445  0.0441
42 N -1.772 1.015 0.754  0.1575
43 C -2.462 1.398 1.828  0.1167
44 C -3.327 2.470 1.741  0.0702
45 C -3.480 3.303 0.631  0.1660
46 C -2.984 2.720 -0.573  0.0123
47 H -2.970 2.928 -4.056  0.0000
48 H -1.369 1.023 -5.019  -0.0006
49 H 0.147 -0.889 -4.418  0.0046
50 H 0.809 -1.380 -2.178  -0.0017
51 H -2.368 0.820 2.721  0.0079
52 H -3.886 2.696 2.658  0.0022
53 H -3.945 4.284 0.663  0.0063
54 O -1.528 -6.256 1.224  -0.0001
55 C -2.504 -5.275 1.216  0.0015
56 O -3.669 -5.563 1.250  0.0041
57 C -2.006 -3.859 1.111  0.0148
58 C -2.976 -2.897 1.070  0.0294
59 N -2.402 -1.713 0.653  0.0136
60 N -1.092 -1.825 0.542  0.1059
61 C -0.764 -3.149 0.697  0.0466
62 C 0.576 -3.744 0.735  0.0109
63 O 0.748 -4.771 1.345  0.0202
64 O 1.638 -3.078 0.095  0.0277
65 H -0.630 -5.840 1.245  0.0000
66 H -4.033 -3.071 1.346  0.0020
67 H -2.857 -0.823 0.482  0.0024

***

no.,calculated total energy (Eh)
1,-772.60972
2,-5033.76100
3,-4651.72526
4,-414.63864
5,-2282.33952